(1)
# C16H19N5O4S

An isolated molecule of C16H19N5O4S (ωB97M-V with the def2-TZVPD basis set, the OMol25 dataset).

```
! RIJCOSX wB97M-V def2-TZVPD def2/J DEFGRID3
* xyz 0 1
H 1.875 -0.223 -0.849
H -4.001 -1.544 -1.039
H 1.023 2.149 0.124
C -4.005 -0.128 1.136
C 4.163 2.597 -0.641
H 4.487 2.642 1.499
H -3.002 -2.667 -1.979
H -2.509 2.175 -0.842
C 0.108 -1.087 -0.364
N 3.689 -1.551 0.224
C -3.209 -2.288 -0.976
H 4.712 2.270 -1.526
H -6.069 2.519 1.502
C 2.339 -1.819 0.338
O -0.331 1.271 0.082
O 4.217 0.251 2.161
H 5.864 2.038 0.577
N 4.158 -0.258 -0.023
H -4.419 3.517 -0.038
H -1.355 -4.163 -0.796
H -0.215 -3.580 -2.022
C -3.088 0.431 0.251
H 4.189 3.686 -0.593
H 0.350 -3.911 -0.386
N -1.984 -0.309 -0.203
C -0.761 -2.128 -0.577
S 1.890 -3.120 1.249
C -3.238 1.747 -0.173
O 2.399 1.314 -1.611
O 1.927 2.604 0.142
C 4.346 0.610 1.014
N -2.035 -1.676 -0.407
C -0.668 0.104 -0.134
C -4.307 2.494 0.287
C 2.727 2.129 -0.766
C 4.774 2.024 0.646
H 4.228 0.013 -0.994
H -3.553 -3.112 -0.347
H -5.788 0.189 2.261
C -5.233 1.934 1.151
C -5.078 0.625 1.575
H 4.232 -2.042 0.929
H -3.865 -1.138 1.492
C -0.490 -3.531 -0.969
N 1.505 -1.056 -0.386
*
```

## Properties
SMILES = Cc1c(NC(=S)NNC(=O)CCC(=O)O)c(=O)n(-c2ccccc2)n1C
max |F| = 0.8 eV/Å
ΔE to the lowest compared entry with this formula, charge and spin = 0.0 kcal/mol
frontier orbital gap = 0.3156 hartree

(2)
# C4H11ClO2P2

An isolated molecule of C4H11ClO2P2 (ωB97M-V with the def2-TZVPD basis set, the OMol25 dataset).

```
! RIJCOSX wB97M-V def2-TZVPD def2/J DEFGRID3
* xyz 0 1
H 1.781 0.394 -1.391
H 0.330 -0.450 -0.827
H 1.500 2.151 0.407
P -1.784 -0.679 1.250
H -1.597 -0.906 -1.911
O -0.420 1.682 0.868
H 0.421 2.239 -0.990
C 2.046 -0.380 0.599
O -2.355 -1.464 -1.703
H 3.030 0.125 0.587
H -0.522 -0.910 1.881
H -1.621 0.920 -0.687
H 1.621 -0.237 1.605
C 0.642 1.647 -0.075
H 2.211 -1.447 0.387
P -2.092 -2.269 -0.228
H -2.488 1.619 0.703
C -1.602 1.030 0.417
C 1.128 0.235 -0.509
Cl -0.231 -3.300 -0.384
*
```

## Properties
SMILES = CCCOC[PH]#P(O)Cl
max |F| = 1.9 eV/Å
frontier orbital gap = 0.3369 hartree

(3)
# C25H81N22O14Sn

A structure of composition C25H81N22O14Sn (ωB97M-V with the def2-TZVPD basis set, the OMol25 dataset).

```
! RIJCOSX wB97M-V def2-TZVPD def2/J DEFGRID3
* xyz 1 1
N -0.661 -3.352 0.017
H -2.393 2.114 0.213
N -1.793 2.842 0.574
H -2.584 3.621 -2.110
C 3.614 0.564 -3.404
H -0.609 -1.437 5.317
C 2.414 4.898 3.138
N 0.027 -0.761 4.918
H 3.710 -7.659 -2.410
H 1.055 -2.545 2.348
O -6.036 -0.457 -0.772
N 1.601 -2.247 4.701
N 0.610 4.110 -3.632
N -7.363 -1.738 -1.896
H 1.055 -1.087 -2.034
O 2.445 -1.238 -5.946
H 1.214 -1.868 -4.380
H -3.268 0.579 -2.008
O -4.743 -3.637 1.587
H -0.541 -0.792 0.348
O -1.229 2.217 3.327
N -5.430 -1.939 -2.333
H -5.492 1.548 -2.121
H 4.961 -1.868 0.075
H 4.870 3.303 3.314
C -2.086 1.452 3.696
H 0.139 4.618 -4.367
O -4.090 2.788 -1.159
H 3.884 -5.796 0.515
H 2.795 -2.281 -4.198
H -5.474 3.285 -2.604
H 5.218 -6.963 -2.742
H -2.867 4.507 0.804
C 3.890 -5.946 -0.564
H -0.652 4.888 -1.255
H 6.407 -5.291 -1.624
C 2.616 3.463 3.550
H 1.487 0.433 -3.927
H 4.332 -0.242 -3.254
N -2.617 1.452 4.834
H 6.358 -3.512 -1.617
H -8.158 -1.577 -1.294
H -2.482 -1.577 2.266
H -2.377 -0.406 -0.853
C 3.961 2.855 2.914
C 1.216 -0.995 4.485
H -4.442 -1.737 -2.382
H -1.667 2.907 1.574
H -0.327 0.185 4.928
H 5.755 -2.450 1.650
H -0.816 -3.949 -0.783
O 4.773 -7.074 -0.740
H 1.457 5.302 3.467
H -4.563 3.759 1.677
C -6.237 -1.265 -1.574
H 2.710 -3.728 -1.682
H -1.238 1.761 -4.340
C 0.313 -3.542 0.816
C 4.167 -1.379 1.724
H 2.214 4.912 2.066
H -3.256 0.713 5.091
N -3.736 -2.114 0.488
H 4.215 7.630 3.237
H -1.233 5.934 0.175
H 3.422 -3.197 -0.395
H -3.039 -1.383 0.485
C 5.939 -4.415 -1.174
N -3.049 -2.391 2.452
H -0.947 -1.470 -1.354
O 3.276 -0.748 1.149
N 1.925 -0.586 -2.143
H -0.619 -2.092 1.896
H -3.442 -2.687 3.335
H 2.925 -6.270 -0.953
H -4.678 2.642 0.285
O -2.101 -0.194 -3.996
H -1.404 -2.722 0.283
H 0.513 -0.599 -6.312
N 0.220 -2.644 1.788
H -4.296 -2.343 -0.320
C 2.232 -0.218 -3.468
H -5.882 -2.636 -2.908
H 6.253 -4.314 -0.135
H 2.643 -1.097 -1.649
C -5.656 2.276 2.010
C 0.069 2.892 -3.449
C -3.211 3.854 -1.249
O 1.163 -4.371 0.476
C 1.529 -0.209 -6.359
N -2.544 -0.093 -1.799
H 4.928 -2.159 3.405
H -6.095 0.794 0.631
N -0.925 -1.369 -2.358
H 0.874 4.719 -2.870
H 1.745 -0.170 -7.427
H -4.148 2.057 -3.029
C 4.435 -4.710 -1.387
O -5.961 2.698 3.097
O 3.496 5.777 3.317
H -3.963 4.626 -1.413
O 1.895 -0.182 3.982
C -1.105 4.945 -0.265
N 4.368 -1.392 3.063
C -3.922 -2.784 1.544
H -3.166 -0.097 3.486
H 0.697 2.949 3.645
N -0.554 2.466 -4.575
H -0.434 2.989 -5.430
N 1.505 2.633 3.127
H -2.394 2.100 5.575
H 2.450 7.628 2.943
N 5.049 -2.020 1.070
H 4.372 -4.970 -2.444
N -4.915 2.928 1.225
H 1.529 1.708 3.532
H 5.156 -8.635 -2.042
H 3.820 1.153 -4.298
H -0.775 -2.176 -2.948
H 0.941 -2.795 5.234
H 4.014 3.022 1.838
O 0.016 2.323 -2.382
C 4.732 -7.632 -2.032
H -7.415 -2.398 -2.658
N -6.133 1.113 1.589
H 2.677 3.461 4.638
H -2.000 0.270 2.132
C -1.886 -0.545 -2.808
H 2.402 -2.779 4.391
O -1.308 -0.505 0.881
C -4.874 2.426 -2.304
N 3.629 -3.487 -1.340
C 2.201 -1.427 -4.523
C 3.267 7.150 3.483
H -6.422 0.394 2.237
C -2.282 4.068 -0.004
H -0.295 4.610 0.383
N -2.539 0.492 2.957
Sn 1.181 1.293 0.307
H 4.002 1.768 2.850
H 3.617 -0.926 3.553
H 3.133 7.436 4.526
H 3.499 1.217 -2.539
H 1.614 0.769 -5.886
*
```

## Properties
max |F| = 8.5 eV/Å
frontier orbital gap = 0.2120 hartree

(4)
# C20H40BBr12N4O2

A structure of composition C20H40BBr12N4O2 (ωB97M-V with the def2-TZVPD basis set, the OMol25 dataset).

```
! RIJCOSX wB97M-V def2-TZVPD def2/J DEFGRID3
* xyz 1 1
C -5.036 -0.803 1.967
H -3.381 -2.742 -2.328
Br 9.272 4.519 0.228
C 5.084 0.906 -1.603
H -1.110 -3.122 -2.192
H -4.842 0.270 2.042
Br -0.392 -1.098 7.563
C -1.636 -2.549 -0.191
H -0.660 -3.685 1.370
H 3.458 -1.949 -2.639
Br -1.893 -4.371 4.024
H -0.438 -0.360 -1.174
H 1.068 -1.770 -3.350
C -3.503 -0.954 -1.512
H -9.025 1.350 0.322
Br 7.898 4.790 -2.619
C 3.400 -0.884 -2.395
O -5.353 -2.326 -0.112
Br -2.477 -2.975 9.061
H 4.716 1.554 -0.797
Br 11.524 6.757 2.431
C 0.947 -1.564 -2.282
H 1.146 -2.507 -1.762
H -4.867 1.798 -2.312
H -6.822 -0.416 -1.585
H -0.850 -0.535 -2.862
H -3.224 -3.871 2.009
N -4.273 -0.162 -2.206
H 4.759 1.331 -2.558
H -4.847 1.129 -0.669
C 7.081 1.314 -0.377
Br 6.378 5.797 -0.014
C -2.193 -1.311 0.503
H 4.238 -0.685 -0.407
H -6.065 -1.034 2.243
C -2.029 -2.093 7.419
Br -2.979 -6.302 1.743
H 8.531 6.533 -0.980
H -1.464 -0.500 0.528
C 11.976 8.157 1.198
C 8.086 5.554 -0.866
H -4.278 -0.333 -3.205
C -1.465 -2.225 -1.679
H -8.359 -0.053 -0.114
H -1.876 -2.859 6.673
H 0.196 -3.698 -0.147
C 2.002 -0.548 -1.849
H 8.086 0.892 -0.337
H 0.271 -2.243 0.843
H -6.268 -2.127 -0.344
Br 10.562 8.491 -0.068
C 4.552 -0.530 -1.445
N -3.448 -0.796 -0.149
N -8.640 0.853 -0.473
H 2.044 -0.497 -0.754
H 3.561 -0.343 -3.332
H 6.522 0.931 0.487
H 5.402 -1.194 -1.618
C -6.610 0.624 -1.853
Br -5.021 -4.630 3.524
H 7.163 2.401 -0.279
B -4.662 -1.334 0.550
H -2.405 -3.334 -0.144
C -5.118 0.926 -1.704
C -7.482 1.568 -1.011
C -0.383 -3.056 0.520
H 12.096 9.064 1.772
H -4.390 -1.266 2.723
O 6.498 0.936 -1.605
N -2.803 -1.910 -2.236
C -3.277 -4.680 2.724
H -2.429 -1.528 1.547
H -7.858 2.373 -1.646
H -6.894 0.719 -2.904
H 1.705 0.443 -2.212
H -6.875 2.037 -0.224
Br -3.474 -0.985 6.795
Br 13.641 7.808 0.310
C -0.486 -1.089 -1.992
*
```

## Properties
max |F| = 1.1 eV/Å
ΔE to the lowest compared entry with this formula, charge and spin = 0.0 kcal/mol
frontier orbital gap = 0.2867 hartree